--- 1 ---
57
Properties=species:S:1:pos:R:3:lowdin_charge:R:1 method="wB97M-V/def2-TZVPD" charge=-1 gap_ev=6.8
O -3.73 -2.51 -1.00 -0.0557
H -2.46 0.00 1.35 -0.0285
H 3.22 1.52 0.49 0.0878
H -1.19 3.24 -0.87 -0.0230
H 0.98 -0.44 0.54 0.0709
S 1.89 2.22 2.78 0.3638
H -1.03 0.04 1.12 0.0657
H 2.01 -3.76 -0.06 0.0633
O 0.50 4.41 0.72 0.0779
H -1.82 -2.04 3.61 0.0673
H -2.45 -0.68 -2.23 0.0318
H 3.68 0.76 3.05 0.0710
O 1.08 -4.37 -1.55 0.0465
H -0.15 4.46 1.34 0.0116
H 0.06 0.83 4.34 0.0274
H 0.35 -1.65 -0.94 0.1636
H -0.93 -0.75 3.32 -0.0423
H -0.53 2.18 0.10 -0.0003
H -3.08 -3.15 -1.39 0.0429
O -1.90 -0.39 0.79 -0.0331
H -3.47 0.82 -2.34 0.0385
H -3.58 0.85 -0.91 0.0077
O -0.68 1.51 -2.91 -0.0660
H -0.87 2.04 4.17 -0.0351
H 2.14 -0.15 2.71 -0.0041
H 0.55 1.94 1.09 -0.0817
O -1.47 -0.64 -2.39 -0.1333
C 1.53 -2.05 -1.12 -0.1983
H -0.70 -2.61 0.67 -0.0157
C 2.95 0.53 0.96 -0.3409
H -0.59 -3.94 -2.06 0.0101
O 2.20 2.94 -2.79 -0.0209
H -0.60 0.62 -3.30 0.0307
C 1.94 -0.21 0.10 -0.2917
C 2.72 0.61 2.39 -0.6406
O -1.24 -3.55 -2.67 -0.0311
O -0.88 1.17 4.47 -0.1052
H 2.49 2.06 -2.80 -0.0077
O 0.00 1.47 0.43 -0.1215
H 1.21 4.26 1.05 -0.1604
H 1.60 -1.79 -2.12 0.1027
C 1.62 -3.49 -0.91 -0.2539
N 2.65 -1.40 -0.40 -0.0399
O -0.49 -3.49 0.96 -0.0543
H -0.87 2.13 -3.58 0.0158
H 3.00 -1.97 0.45 0.1442
H 1.49 0.41 -0.71 0.1066
H -1.10 -2.70 -2.92 -0.0561
H -1.02 4.51 -0.84 -0.0020
H 2.24 3.16 -1.87 0.0198
H -0.29 -3.31 1.91 0.0536
H -1.23 -0.33 -1.45 0.0670
H 4.06 0.22 0.63 0.1372
O -3.81 0.32 -1.62 -0.0005
O -1.03 -1.65 3.21 -0.0250
H -3.23 -2.20 -0.29 -0.0376
O -1.75 3.97 -0.67 -0.0189

=====

--- 2 ---
57
Properties=species:S:1:pos:R:3:lowdin_charge:R:1 method="wB97M-V/def2-TZVPD" charge=-1 gap_ev=7.5
H -0.23 3.92 -3.24 0.0347
N -0.39 -0.85 2.21 -0.0571
H 0.98 3.51 1.28 -0.0051
H -0.68 -1.02 -2.79 0.0018
C 0.46 -1.87 1.57 -0.2223
H -0.34 0.28 0.34 0.1189
H 2.01 -1.82 -1.12 -0.1318
H -2.85 2.93 0.68 0.0180
O -2.46 3.64 0.13 -0.0854
H 3.87 -1.16 1.84 0.0293
H -1.37 1.65 -1.60 0.0218
H 1.79 2.69 3.43 0.0461
O 1.56 -2.61 -1.70 -0.2435
H 0.57 4.06 -0.15 0.0379
H 2.16 -3.27 -2.02 0.0176
H -2.29 -2.80 2.34 0.0372
H -1.61 3.79 0.55 -0.0014
O 0.73 4.09 -3.11 -0.1200
O -2.56 -1.29 -3.23 -0.0618
H 2.34 -2.98 1.70 0.0656
H -2.07 -2.62 0.86 0.0427
H 2.34 1.47 0.78 -0.0045
C 2.89 -0.94 1.40 -0.6441
H 0.50 -1.68 0.50 0.0831
H -4.64 -1.33 0.55 0.0245
H 0.41 -4.10 -0.12 0.0438
S 3.40 -0.93 -0.38 0.4566
H 1.06 0.55 -3.50 0.0298
O -2.96 1.17 1.31 0.0080
H -0.62 1.23 1.72 0.1119
H 1.19 3.20 -2.96 0.0076
H -4.10 -1.40 -0.78 0.0311
O -2.29 1.61 -1.88 -0.0719
H 0.09 -2.82 1.94 0.0826
H 0.13 -0.48 2.98 0.0809
C 1.99 -2.03 2.02 -0.2122
H -2.80 -0.86 1.59 0.0760
C -2.38 0.12 1.35 -0.2054
H 0.63 -1.66 -3.10 0.0376
O 0.06 -0.90 -3.39 -0.0863
O 1.51 1.41 -3.22 -0.1161
O 2.52 2.38 0.44 -0.1017
O -4.37 -0.74 -0.14 -0.0360
C -0.83 0.23 1.32 -0.1484
H -2.50 -0.35 -3.03 0.0158
H -2.65 -1.26 -4.19 0.0553
H -2.70 2.25 -1.24 0.0296
H 1.79 -3.90 -0.25 0.0291
H 2.08 -1.92 3.10 0.1012
O 1.18 -4.20 0.46 -0.1159
O -2.71 -3.02 1.50 -0.0800
H 1.93 1.17 -2.36 0.0244
O 1.57 1.80 3.73 -0.0388
H 3.29 2.12 -0.09 0.0351
H 2.61 0.05 1.79 0.0103
H 2.36 1.44 3.39 -0.0017
O 0.36 4.04 0.79 -0.0545

=====

Which one sits at the top of the stability order? 2 does.

=====

--- 1 ---
17
Properties=species:S:1:pos:R:3:lowdin_charge:R:1 method="wB97M-V/def2-TZVPD" gap_ev=8.7
C -0.66 0.42 1.38 -0.4300
S -0.29 1.81 2.43 1.0342
C -0.01 -1.12 -1.95 -0.0774
N -2.09 0.33 3.09 -0.0690
C 1.88 0.30 -1.40 -0.1054
N -1.46 1.44 3.49 -0.3504
H -2.10 -1.11 1.67 0.1405
H 2.98 0.88 -1.88 0.1952
C 1.22 -0.63 -2.24 -0.1235
C -0.58 -0.70 -0.79 -0.0294
H 1.77 1.37 0.46 0.1000
H 1.75 -0.85 -3.28 0.1433
C -1.66 -0.16 1.98 -0.2721
C 0.01 0.12 0.18 -0.2157
C 1.29 0.62 -0.20 -0.0662
H -1.40 -0.91 -0.48 0.0062
H -0.66 -1.81 -2.48 0.1199

=====

--- 2 ---
17
Properties=species:S:1:pos:R:3:lowdin_charge:R:1 method="wB97M-V/def2-TZVPD" smiles=c1csc(-c2ccncn2)c1 gap_ev=8.8
N 0.57 3.03 -1.35 0.0826
H 1.51 -1.72 -0.28 0.0767
C -0.93 -2.72 1.52 -0.4306
H -1.42 3.54 -1.24 0.1222
C 0.67 -1.77 0.27 -0.1289
C -1.01 1.49 -0.43 0.0105
H 0.92 -3.88 0.98 0.1625
C -0.69 2.74 -1.03 -0.0782
N 1.29 0.93 -0.63 0.1508
H -1.54 -3.45 2.26 0.1300
C 1.48 2.13 -1.09 -0.2203
C -0.18 -0.67 0.36 -0.4922
C 0.25 -2.89 0.94 -0.2376
S -1.52 -1.13 1.26 1.0527
H 2.45 2.28 -1.09 0.0644
H -1.90 1.47 -0.23 0.0102
C 0.05 0.62 -0.23 -0.2749

=====

Which one sits at the top of the stability order? 2 does.

=====

--- 1 ---
9
Properties=species:S:1:pos:R:3:lowdin_charge:R:1 method="wB97M-V/def2-TZVPD" smiles="CC(P)=S" gap_ev="7.9 / 7.9"
C -0.55 1.02 -0.49 -0.1820
H -0.66 1.67 -1.35 0.0762
S -0.04 -1.30 -2.22 0.4684
C 0.18 -0.21 -0.85 -1.0253
H -0.10 1.38 0.39 0.0378
P 1.47 -1.01 0.20 0.7227
H 2.19 0.08 0.78 -0.1161
H -1.67 0.75 -0.29 0.1307
H 2.33 -0.96 -0.91 -0.1124

=====

--- 2 ---
9
Properties=species:S:1:pos:R:3:lowdin_charge:R:1 method="wB97M-V/def2-TZVPD" smiles="PCC=S" gap_ev=8.5
H 0.54 -1.53 0.51 0.0531
C 0.22 -0.70 -0.11 -0.5646
S -2.42 -0.01 -0.42 0.6872
C -1.06 -0.14 0.40 -0.8105
H 0.14 -1.17 -1.17 0.0941
H -1.02 0.36 1.29 -0.0097
P 1.61 0.62 -0.13 0.8032
H 0.83 1.31 0.86 -0.0957
H 1.17 1.24 -1.22 -0.1570

=====

Which one sits at the top of the stability order? 2 does.

=====

--- 1 ---
18
Properties=species:S:1:pos:R:3:lowdin_charge:R:1 method="wB97M-V/def2-TZVPD" smiles=CCS.O.O.O gap_ev=9.3
H -1.47 0.15 0.91 0.0331
O -2.08 1.23 -1.13 -0.0728
H 0.94 0.20 1.23 0.0542
O 3.18 0.64 -1.28 -0.0764
H 2.20 0.72 -1.46 0.0345
S -0.73 -2.24 0.95 0.6790
O 0.73 2.23 -2.39 -0.0779
H -1.66 -0.81 2.42 0.0370
H 3.47 1.06 -0.44 0.0560
H -0.08 0.80 2.62 0.0794
H -2.10 1.63 -2.00 0.0291
C -1.08 -0.54 1.61 -0.5556
H 0.51 -2.28 0.57 -0.1906
H -2.85 0.67 -0.95 0.0477
H 1.59 1.95 -2.07 -0.0263
H 0.70 3.15 -1.95 0.0998
H 0.72 -0.70 2.69 0.0550
C 0.26 -0.03 2.01 -0.2052

=====

--- 2 ---
18
Properties=species:S:1:pos:R:3:lowdin_charge:R:1 method="wB97M-V/def2-TZVPD" smiles=CCS.O.O.O gap_ev=9.5
H 4.16 -1.94 -0.41 0.0390
H 1.07 -4.70 1.27 0.0366
H -2.75 2.69 1.23 0.0482
H -3.28 0.99 -0.70 -0.1721
H -0.10 2.51 -0.08 0.0586
S -2.75 0.48 0.39 0.6609
H -1.35 2.42 -1.31 0.0625
H 0.52 -0.61 -0.62 0.0345
C -1.95 2.08 0.82 -0.6074
O 0.93 -3.94 0.69 -0.0498
H -1.30 1.88 1.68 0.0635
C -1.16 2.73 -0.29 -0.1746
O 1.06 0.18 -0.51 -0.0616
H 1.88 0.02 -1.01 0.0301
H 0.30 -4.17 0.00 0.0361
H 2.64 -2.04 -0.19 0.0015
H -1.26 3.79 -0.21 0.0566
O 3.35 -2.35 -0.75 -0.0627

=====

Which one sits at the top of the stability order? 2 does.

=====

--- 1 ---
16
Properties=species:S:1:pos:R:3:lowdin_charge:R:1 method="wB97M-V/def2-TZVPD" charge=+2 gap_ev=8.3
N -1.53 0.98 1.22 0.0407
N -2.57 -1.02 0.34 0.1642
H -2.25 -2.05 0.48 0.1912
C 2.52 -0.44 -0.32 -0.0103
N 1.17 -0.54 -0.85 0.0534
N -1.24 1.91 2.05 0.1047
H -2.01 2.46 2.49 0.1734
C -1.98 -0.05 0.90 -0.1111
N 0.97 -0.41 -2.05 0.2055
H -3.27 -1.04 -0.52 0.2181
H 3.31 0.10 -0.93 0.1334
H 1.78 -0.16 -2.77 0.2481
H 0.09 -0.66 -2.42 0.1502
H 2.46 0.00 0.68 0.1076
H -0.26 2.36 1.76 0.2090
H 2.81 -1.45 -0.06 0.1220

=====

--- 2 ---
16
Properties=species:S:1:pos:R:3:lowdin_charge:R:1 method="wB97M-V/def2-TZVPD" charge=+2 gap_ev="7.9 / 8.8"
H 1.64 -1.70 -1.26 0.1566
N 1.15 -0.71 0.56 -0.0005
C 1.94 -0.81 -0.61 0.0055
N -0.20 2.20 0.17 0.2299
H 0.23 2.28 -0.74 0.1594
H 1.57 -0.38 1.43 0.1917
H 1.92 0.22 -1.16 0.1459
H -3.14 -0.21 -0.84 0.1935
C -1.27 0.07 -0.03 -0.2497
N -0.17 -0.96 0.57 0.1407
H -2.49 -1.55 -0.12 0.1293
H 0.00 2.93 0.82 0.1694
H 2.88 -0.92 -0.13 0.1026
N -1.16 1.32 0.16 0.1504
N -2.32 -0.62 -0.36 0.2653
H -0.57 -1.16 1.55 0.2100

=====

--- 3 ---
16
Properties=species:S:1:pos:R:3:lowdin_charge:R:1 method="wB97M-V/def2-TZVPD" charge=+2 gap_ev="9.2 / 4.1"
N -0.60 -1.77 0.15 0.0874
H 1.71 1.02 1.09 0.1491
H 0.38 -1.63 0.41 0.1192
N 1.98 0.84 0.14 0.2482
H 4.18 1.19 -0.08 0.2396
H -3.29 -1.56 0.14 0.1457
C -2.65 -0.73 0.08 -0.1047
H -0.97 -2.78 0.18 0.1981
N -3.20 0.44 0.03 0.0607
H 3.47 0.52 -1.30 0.0937
N -3.63 1.54 0.14 0.2758
H 3.42 -0.45 0.26 0.1155
C 3.25 0.44 -0.30 -0.0047
N -1.31 -0.74 0.05 -0.0101
H 1.58 1.56 -0.45 0.1571
H -4.32 2.11 -0.56 0.2295

=====

Which one sits at the top of the stability order? 1 does.

=====

--- 1 ---
11
Properties=species:S:1:pos:R:3:lowdin_spin:R:1 method="wB97M-V/def2-TZVPD" charge=+1 multiplicity=2 s_squared=0.758 gap_ev="12.4 / 6.4"
O 1.60 0.39 0.68 0.0367
H -0.41 -2.36 0.09 0.0409
H -0.23 -1.80 -1.56 0.0385
H -1.11 2.01 0.47 0.0003
N -0.11 1.89 0.61 0.1303
C 0.48 0.66 0.36 0.0331
H -1.41 -0.02 -0.43 0.0075
C 0.03 -1.57 -0.51 0.0969
N -0.43 -0.23 -0.23 0.6107
H 1.11 -1.55 -0.54 0.0022
H 0.49 2.57 1.07 0.0029

=====

--- 2 ---
11
Properties=species:S:1:pos:R:3:lowdin_spin:R:1 method="wB97M-V/def2-TZVPD" charge=+1 multiplicity=2 s_squared=0.779 gap_ev="10.8 / 6.3"
H 1.17 0.11 -0.39 0.0065
H 0.00 -1.69 -1.10 -0.0004
H 1.73 0.85 1.07 0.0058
O 0.89 -0.09 -1.93 0.0008
H -1.01 -0.57 -2.23 0.0006
C -0.06 -0.81 -1.75 -0.0001
H -0.08 0.92 2.23 -0.0003
N 0.94 0.46 0.55 0.3403
N -1.35 -0.02 0.83 0.5827
C -0.19 0.45 1.25 0.0481
H -2.03 0.39 1.47 0.0159

=====

Which one sits at the top of the stability order? 1 does.

=====

--- 1 ---
23
Properties=species:S:1:pos:R:3:lowdin_charge:R:1 method="wB97M-V/def2-TZVPD" gap_ev=7.9
O 0.16 -1.80 0.34 -0.0250
H -2.48 0.47 -0.31 0.0755
N 0.51 1.89 1.65 0.0477
H 0.20 2.51 2.39 0.0858
C 0.20 0.53 1.91 -0.3432
H -0.57 -0.37 -3.46 0.0809
H 1.02 -0.30 -2.70 0.0738
C 0.46 -0.63 0.10 -0.6317
H 0.85 -1.16 2.78 0.0919
H 2.04 -0.03 2.50 0.0882
H 1.50 2.02 1.47 0.0845
C -2.06 -0.18 -1.08 -0.0972
H -2.68 -0.06 -1.97 0.0801
H -0.41 1.23 -1.41 0.1174
H -0.84 0.36 2.17 0.1367
H 2.26 -1.09 -0.25 0.1179
N 1.06 -0.17 2.76 0.0815
H -0.06 -1.67 -2.36 0.0860
H -2.13 -1.21 -0.74 0.0834
O 1.78 -0.25 -0.18 0.0099
C -0.62 0.16 -1.38 -0.2765
H -0.19 0.34 0.32 0.1343
C -0.02 -0.59 -2.54 -0.1017

=====

--- 2 ---
23
Properties=species:S:1:pos:R:3:lowdin_charge:R:1 method="wB97M-V/def2-TZVPD" gap_ev="6.6 / 9.1"
H -3.03 0.33 0.59 0.0917
H -0.39 -2.53 1.62 0.0875
O -1.00 0.71 0.92 -0.1238
H 1.68 2.06 0.25 0.1029
N -0.89 1.14 -1.49 0.1801
H -2.53 2.02 0.37 0.0862
H 1.18 1.05 1.62 0.0883
C -2.36 1.12 0.96 -0.0856
N 0.89 0.21 -0.27 -0.2160
H 2.66 0.64 0.73 0.0934
C 1.58 -0.13 -1.50 -0.0532
H -0.63 -1.83 0.02 0.0765
H -2.59 1.31 2.01 0.0912
C 0.17 -2.35 0.69 -0.2563
C -0.51 0.43 -0.39 -0.5668
C 1.66 1.04 0.65 -0.0351
O 1.21 -1.54 0.82 -0.1237
H 1.77 0.78 -2.09 0.0899
H 0.95 -0.78 -2.10 0.0943
H -1.85 0.92 -1.72 0.0507
H 0.37 -3.28 0.13 0.0850
H -0.84 -0.70 -0.58 0.1505
H 2.51 -0.63 -1.25 0.0922

=====

Which one sits at the top of the stability order? 1 does.

=====

--- 1 ---
7
Properties=species:S:1:pos:R:3:lowdin_charge:R:1 method="wB97M-V/def2-TZVPD" gap_ev=9.4
N 0.00 0.30 -0.41 0.1787
O 0.68 0.51 0.99 -0.0367
Cl -2.01 1.18 -2.55 0.2185
H 1.00 -1.37 2.11 0.0529
C 0.25 -0.73 0.24 -0.1960
C 1.16 -0.90 1.22 0.0713
H -1.09 1.01 -1.60 -0.2887

=====

--- 2 ---
7
Properties=species:S:1:pos:R:3:lowdin_charge:R:1 method="wB97M-V/def2-TZVPD" gap_ev="6.2 / 6.2"
N 1.89 -1.35 0.58 0.2014
C -0.15 0.20 0.83 -0.3933
Cl -1.74 -0.46 1.26 0.6982
H 0.03 1.25 0.78 0.0728
C 0.96 -0.67 0.68 -0.2845
H -0.20 0.53 -2.43 -0.0811
O -0.78 0.50 -1.70 -0.2136

=====

--- 3 ---
7
Properties=species:S:1:pos:R:3:lowdin_charge:R:1 method="wB97M-V/def2-TZVPD" gap_ev="8.3 / 8.4"
O 1.21 -0.15 0.14 -0.1635
N 0.83 1.21 0.16 0.1110
C -0.97 -0.07 -0.28 -0.5603
H 1.36 1.67 -0.58 0.0567
H 0.10 -1.87 0.40 0.1212
Cl -2.59 0.00 -0.04 0.7024
C 0.06 -0.80 0.20 -0.2673

=====

Which one sits at the top of the stability order? 2 does.